No. 1
{"formula": "C4H4F2S2", "method": "ωB97M-V with the def2-TZVPD basis set", "e_above_lowest_kcal_mol": 19.2, "gap_ev": 7.63, "lumo_energy_ev": -1.422, "max_force_ev_per_a": 2.366, "smiles": "FC(F)C(=S)CC=S", "e_tot_ev": -31316.644, "symbols": ["F", "C", "F", "C", "S", "C", "C", "S", "H", "H", "H", "H"], "positions_angstrom": [[2.002262, -1.008578, 0.908252], [0.734063, -0.724281, 1.322542], [0.750374, 0.433484, 2.034719], [-0.180414, -0.742183, 0.172464], [-0.636672, -2.155959, -0.485954], [-0.803992, 0.535060, -0.265064], [-0.114794, 0.918571, -1.549924], [0.613977, 2.323403, -1.804308], [0.467192, -1.533162, 2.019148], [-1.884060, 0.415490, -0.458366], [-0.606500, 1.316919, 0.447463], [-0.341436, 0.221236, -2.340971]], "forces_ev_per_angstrom": [[0.15, 0.46, -0.09], [1.08, -1.34, 1.63], [0.03, 0.06, -0.46], [-2.06, -0.76, -0.83], [0.52, 0.38, 0.26], [0.37, 0.40, -0.24], [-0.87, 0.88, -0.18], [0.19, -0.30, -0.02], [-0.06, 0.28, -0.09], [0.49, -0.04, 0.08], [-0.22, 0.30, 0.33], [0.39, -0.31, -0.40]]}


No. 2
{"formula": "C5H14OS", "method": "ωB97M-V with the def2-TZVPD basis set", "e_above_lowest_kcal_mol": 8.4, "gap_ev": 9.01, "lumo_energy_ev": 0.684, "max_force_ev_per_a": 1.369, "smiles": "CCCCSC.O", "e_tot_ev": -18294.388, "symbols": ["C", "C", "C", "C", "S", "C", "H", "H", "H", "H", "H", "H", "H", "H", "H", "H", "H", "H", "O", "H", "H"], "positions_angstrom": [[-2.221160, 0.705876, 1.244277], [-1.585230, 1.185906, -0.049248], [-1.503539, 0.103772, -1.114294], [-0.467430, -0.999477, -0.934023], [1.191919, -0.235717, -1.100200], [2.307868, -1.313843, -0.129634], [-3.251461, 0.353077, 1.114349], [-1.572575, -0.037146, 1.701961], [-2.308459, 1.534255, 1.952476], [-0.581176, 1.547755, 0.189016], [-1.973698, 2.094065, -0.508130], [-1.353042, 0.509471, -2.114027], [-2.476507, -0.388682, -1.178161], [-0.534471, -1.604285, -0.026300], [-0.540366, -1.679243, -1.770929], [2.221798, -0.972451, 0.888156], [3.245662, -1.245017, -0.674834], [2.106631, -2.383864, -0.190132], [0.890263, 0.865558, 2.352534], [1.317673, 1.717845, 2.166984], [1.600202, 0.215989, 2.332626]], "forces_ev_per_angstrom": [[-0.42, 0.79, 0.01], [0.99, 0.28, -0.21], [-0.44, -0.49, -0.04], [0.69, 0.22, -0.09], [0.07, -0.47, 0.04], [-0.77, -0.18, -1.12], [0.27, -0.29, -0.12], [-0.22, -0.19, 0.05], [0.18, -0.04, 0.04], [0.21, -0.40, 0.08], [-0.91, -0.09, 0.20], [0.15, 0.30, -0.02], [-0.17, -0.05, 0.02], [-0.07, 0.40, 0.14], [-0.20, -0.32, -0.16], [0.79, -0.12, 0.29], [0.43, 0.52, 0.74], [-0.58, 0.07, 0.01], [0.16, 0.35, 0.07], [-0.17, -0.46, 0.03], [0.00, 0.15, 0.04]]}


No. 3
{"formula": "C4H8N2OS", "method": "ωB97M-V with the def2-TZVPD basis set", "e_above_lowest_kcal_mol": 63.1, "gap_ev": 8.94, "lumo_energy_ev": 0.620, "max_force_ev_per_a": 2.068, "smiles": "C=CNC(=S)N(C)O", "e_tot_ev": -20138.099, "symbols": ["C", "C", "N", "C", "S", "N", "C", "O", "H", "H", "H", "H", "H", "H", "H", "H"], "positions_angstrom": [[-3.273804, -0.364280, -0.038508], [-2.059648, 0.053010, 0.338329], [-0.922178, -0.682370, -0.047564], [0.415950, -0.415036, -0.032513], [1.576371, -1.609244, 0.007788], [0.715145, 0.920180, -0.082104], [2.046302, 1.461047, 0.110625], [-0.307273, 1.858391, -0.136443], [-4.127573, 0.254601, 0.250607], [-3.459366, -1.204345, -0.792452], [-1.946838, 0.881880, 1.017933], [-1.004884, -1.658361, -0.298987], [2.574192, 1.171191, -0.736315], [2.003721, 2.510357, 0.181043], [2.494041, 1.092398, 1.033018], [-0.620605, 1.759928, -1.047833]], "forces_ev_per_angstrom": [[-0.30, -0.10, -1.09], [-0.80, -1.25, -0.26], [0.57, -0.78, -0.24], [-0.18, 1.91, 0.43], [-0.14, 0.21, -0.14], [0.39, -0.86, 0.74], [-0.91, -0.85, 1.07], [0.16, 0.04, -0.52], [0.21, -0.51, 0.02], [0.42, 1.26, 1.31], [0.18, -0.10, -0.10], [-0.71, 0.05, 0.20], [1.60, -0.42, -1.25], [-0.36, 1.26, -0.07], [0.07, -0.25, -0.15], [-0.21, 0.40, 0.04]]}


No. 4
{"formula": "C40H52N11O3S6Zr", "method": "ωB97M-V with the def2-TZVPD basis set", "e_above_lowest_kcal_mol": 15.0, "gap_ev": 6.57, "total_charge": 1, "lumo_energy_ev": -2.898, "max_force_ev_per_a": 0.687, "e_tot_ev": -131149.263, "symbols": ["Zr", "S", "C", "S", "S", "C", "O", "C", "C", "C", "C", "C", "C", "N", "N", "C", "C", "C", "C", "O", "C", "N", "C", "C", "C", "C", "H", "H", "H", "H", "H", "H", "H", "H", "H", "H", "H", "H", "C", "C", "N", "N", "C", "S", "N", "N", "H", "H", "H", "H", "H", "H", "C", "C", "C", "C", "N", "C", "S", "N", "C", "C", "C", "C", "H", "H", "H", "H", "H", "H", "H", "H", "H", "H", "H", "H", "H", "H", "H", "H", "H", "H", "H", "H", "C", "C", "C", "N", "C", "S", "N", "C", "O", "C", "C", "C", "C", "C", "C", "H", "H", "H", "H", "H", "H", "H", "H", "H", "H", "H", "H", "H", "H"], "positions_angstrom": [[0.376649, -0.394145, -0.174209], [-1.614291, 1.021627, -4.277446], [-0.943709, 0.537308, -2.883617], [-1.769052, -0.188685, -1.533963], [0.765365, 0.669250, -2.485478], [-6.775201, -2.265737, -3.790462], [-6.927476, -3.572182, -3.261727], [-5.812728, -4.326298, -3.110191], [-6.009190, -5.604764, -2.582188], [-4.934642, -6.448951, -2.399580], [-3.645418, -6.008376, -2.684440], [-3.451738, -4.752200, -3.237191], [-4.531405, -3.909379, -3.459465], [-2.578256, -6.949137, -2.489775], [-1.542707, -6.650679, -1.884224], [-1.411727, -5.392502, -1.200161], [-2.195305, -5.056638, -0.130164], [-2.010043, -3.840564, 0.556679], [-1.042847, -2.961149, 0.148372], [-0.805666, -1.770551, 0.717227], [-0.213734, -3.305299, -0.947599], [0.692413, -2.362398, -1.345865], [1.500450, -2.645683, -2.346530], [1.466095, -3.875509, -3.021591], [0.530852, -4.810831, -2.668756], [-0.358319, -4.535756, -1.607414], [-7.770528, -1.830685, -3.804578], [-6.378770, -2.294958, -4.808476], [-6.120717, -1.657021, -3.161141], [-7.015734, -5.917960, -2.342310], [-5.076972, -7.452951, -2.021958], [-2.461114, -4.414142, -3.510654], [-4.357823, -2.938091, -3.897968], [-2.990453, -5.720686, 0.181159], [-2.648942, -3.583004, 1.390669], [2.186191, -1.862980, -2.647544], [2.164824, -4.054935, -3.825641], [0.459844, -5.758013, -3.187158], [0.858239, -0.104420, 5.697790], [1.633860, -0.933252, 4.747482], [2.640598, -1.691803, 5.035536], [3.014596, -2.244043, 3.843201], [2.269798, -1.837473, 2.808370], [2.344993, -2.242496, 1.189567], [1.377166, -0.991570, 3.392200], [0.401071, -0.335387, 2.647986], [1.234913, -0.279212, 6.701659], [-0.200469, -0.365184, 5.667467], [0.958298, 0.958150, 5.468378], [3.777428, -2.899517, 3.804935], [-0.439175, -0.917884, 2.608933], [0.205290, 0.574857, 3.055464], [-1.428473, 6.675266, -0.345664], [-2.429323, 5.895313, -1.196487], [-2.457775, 4.386169, -0.963220], [-1.273029, 3.597907, -1.506033], [-0.017614, 3.898496, -0.812617], [0.369330, 3.370898, 0.338528], [-0.427034, 1.997509, 1.006091], [1.403299, 3.937219, 0.966001], [2.010160, 3.479799, 2.210144], [1.330036, 4.052659, 3.448313], [1.256217, 5.578099, 3.461467], [2.613917, 6.262262, 3.355488], [-1.623417, 7.745845, -0.405468], [-0.394557, 6.530403, -0.663666], [-1.499894, 6.384832, 0.705551], [-2.251893, 6.096951, -2.256993], [-3.428406, 6.282484, -0.986061], [-3.348074, 3.967089, -1.438480], [-2.559245, 4.173044, 0.106204], [-1.102605, 3.813857, -2.561478], [-1.459626, 2.529182, -1.417743], [0.557812, 4.643114, -1.188508], [1.719160, 4.825286, 0.600579], [3.057202, 3.784148, 2.172056], [1.993686, 2.389553, 2.206649], [1.887416, 3.704124, 4.324121], [0.322803, 3.634090, 3.521706], [0.760315, 5.892015, 4.381922], [0.604233, 5.917335, 2.650707], [3.294548, 5.910618, 4.133483], [2.516417, 7.341604, 3.463915], [3.098910, 6.081646, 2.392867], [7.536818, 2.188252, -2.462486], [6.568187, 1.775143, -3.562583], [5.133353, 2.170793, -3.259051], [4.651772, 1.422624, -2.088023], [3.570414, 1.639705, -1.380187], [3.101565, 0.487930, -0.205248], [2.883184, 2.827377, -1.615088], [3.307823, 4.123923, -1.406229], [2.548900, 5.042614, -1.664854], [4.659961, 4.395958, -0.839432], [5.341540, 5.507116, -1.332822], [6.572643, 5.852915, -0.802431], [7.109178, 5.113863, 0.244073], [6.416147, 4.028283, 0.759227], [5.194882, 3.659997, 0.214762], [8.549773, 1.862200, -2.691948], [7.264652, 1.759074, -1.496080], [7.548220, 3.272899, -2.341666], [6.621526, 0.698245, -3.749222], [6.841618, 2.252605, -4.504820], [4.462912, 1.950109, -4.092184], [5.084618, 3.236822, -3.050458], [5.136552, 0.560738, -1.867097], [1.873596, 2.706084, -1.720379], [4.894634, 6.091136, -2.126098], [7.108406, 6.706167, -1.195140], [8.065496, 5.392400, 0.665732], [6.825414, 3.467487, 1.588798], [4.655741, 2.821115, 0.635651]], "forces_ev_per_angstrom": [[0.35, 0.57, 0.16], [-0.01, 0.01, -0.02], [0.02, -0.08, 0.06], [0.03, -0.16, -0.03], [0.04, 0.00, 0.04], [0.00, 0.02, -0.01], [0.01, -0.03, 0.02], [-0.03, 0.00, 0.01], [0.04, 0.03, -0.03], [0.00, 0.04, -0.02], [0.03, 0.03, 0.11], [-0.01, 0.01, 0.07], [-0.03, 0.00, 0.00], [0.06, -0.05, -0.10], [-0.01, -0.01, 0.12], [-0.08, -0.01, -0.15], [0.00, 0.01, -0.06], [0.10, 0.04, 0.00], [-0.11, -0.07, -0.03], [-0.15, -0.05, 0.15], [-0.11, -0.08, -0.02], [0.01, -0.14, -0.07], [-0.03, 0.04, -0.03], [-0.01, 0.00, 0.00], [0.00, 0.04, 0.02], [0.00, 0.06, 0.04], [0.02, -0.01, 0.00], [0.00, 0.00, 0.01], [0.00, -0.01, -0.01], [-0.02, 0.00, 0.00], [-0.01, -0.01, 0.01], [0.03, -0.03, 0.00], [0.00, 0.01, 0.00], [0.00, -0.03, -0.03], [0.00, 0.01, 0.00], [-0.01, -0.03, 0.01], [0.00, 0.00, 0.00], [0.01, -0.01, -0.01], [-0.02, 0.01, 0.03], [0.02, -0.06, 0.04], [-0.05, 0.04, 0.07], [-0.03, 0.02, -0.06], [-0.06, 0.08, -0.02], [0.04, -0.03, -0.12], [0.12, -0.01, -0.09], [-0.10, -0.21, 0.00], [0.01, 0.00, 0.00], [0.00, 0.00, 0.00], [0.00, 0.00, -0.01], [-0.03, 0.02, -0.02], [0.03, 0.13, 0.07], [0.06, -0.02, -0.11], [0.02, 0.01, 0.01], [-0.02, 0.02, -0.02], [-0.03, -0.06, 0.02], [-0.01, -0.03, -0.02], [0.06, -0.01, 0.05], [0.01, -0.12, -0.12], [-0.10, -0.02, 0.09], [-0.04, 0.07, 0.02], [0.05, -0.02, -0.02], [-0.01, -0.06, 0.02], [-0.06, 0.01, 0.00], [0.03, 0.02, 0.00], [-0.01, 0.01, 0.00], [0.01, 0.00, -0.02], [-0.01, -0.01, 0.02], [0.01, 0.00, -0.01], [0.00, -0.01, 0.01], [0.01, 0.01, -0.02], [0.01, 0.01, 0.01], [-0.02, 0.00, -0.01], [-0.01, 0.09, 0.02], [0.02, 0.06, -0.03], [0.02, 0.02, 0.00], [-0.01, 0.02, 0.02], [-0.01, 0.03, 0.02], [0.02, 0.01, 0.00], [-0.01, 0.01, -0.01], [0.02, -0.01, 0.01], [0.01, 0.00, -0.01], [0.00, -0.01, 0.02], [0.00, 0.01, 0.00], [0.00, -0.01, -0.02], [0.02, 0.01, 0.03], [-0.02, 0.02, -0.07], [-0.02, 0.01, 0.02], [-0.01, 0.00, 0.07], [0.09, 0.12, -0.05], [-0.10, -0.08, -0.04], [-0.05, -0.13, 0.17], [0.05, 0.06, -0.18], [-0.09, 0.00, 0.06], [-0.02, -0.01, 0.03], [0.02, -0.02, 0.01], [-0.01, 0.00, -0.01], [0.01, 0.00, 0.00], [0.01, -0.02, 0.01], [0.00, 0.00, -0.05], [0.01, 0.01, -0.01], [0.00, -0.02, 0.01], [-0.01, 0.02, 0.00], [-0.02, -0.01, 0.03], [0.02, 0.00, 0.01], [0.02, 0.01, -0.01], [0.01, -0.01, -0.02], [-0.02, 0.03, 0.00], [0.07, 0.00, 0.00], [-0.01, 0.01, -0.01], [0.00, 0.01, 0.00], [0.01, 0.00, 0.01], [0.00, -0.01, 0.01], [-0.03, -0.06, -0.03]]}